No. 1
The following is a quantum chemistry calculation of a molecular structure, C45H64Br63NO4 at a distorted geometry, from the OMol25 dataset.

Charge ... 0
Calculated total energy ... -4470049.37705 eV
Strongest force on any atom ... 4.40 eV Å⁻¹
HOMO ... -7.8 eV

Geometry as XYZ:
```
177
C45H64Br63NO4 (the ωB97M-V functional and the def2-TZVPD basis)
C 3.470 -3.182 1.542
O 2.483 -2.411 0.840
C 2.396 -2.783 -0.544
C 3.482 -1.910 -1.325
C 3.215 -0.400 -0.886
C 3.425 0.562 -2.117
C 2.316 0.461 -3.223
C 0.968 1.196 -2.844
O 0.267 1.424 -4.084
C -1.046 1.055 -4.064
O -1.808 1.734 -4.688
O -1.550 -0.063 -3.435
C -2.547 0.268 -2.452
C -3.870 -0.585 -2.541
C -3.696 -2.117 -2.915
C -3.795 -3.070 -1.632
C -2.392 -3.689 -1.280
C -1.334 -2.649 -0.746
C -1.850 -1.820 0.518
C -0.700 -0.831 0.929
C -0.775 -0.292 2.420
C 0.584 -0.577 3.213
C 1.315 0.725 3.723
C 2.294 1.344 2.665
N 1.676 2.452 1.906
C 1.953 2.749 0.581
C 1.168 3.873 0.097
C 0.347 4.302 1.274
C 0.736 3.386 2.331
H 4.186 -2.464 2.025
H 3.972 -3.908 0.857
H 2.956 -3.752 2.363
H 2.530 -3.882 -0.703
H 1.406 -2.421 -0.935
H 4.507 -2.262 -1.060
H 3.280 -2.026 -2.422
H 3.993 -0.180 -0.107
H 2.181 -0.257 -0.483
H 4.398 0.221 -2.612
H 3.580 1.636 -1.843
H 2.146 -0.588 -3.571
H 2.711 1.026 -4.118
H 0.377 0.677 -2.052
H 1.279 2.186 -2.399
H -2.075 0.144 -1.435
H -2.861 1.345 -2.485
H -4.588 -0.038 -3.215
H -4.340 -0.550 -1.520
H -2.782 -2.338 -3.531
H -4.589 -2.400 -3.544
H -4.238 -2.524 -0.753
H -4.496 -3.913 -1.863
H -2.004 -4.150 -2.235
H -2.528 -4.552 -0.572
H -0.952 -1.972 -1.559
H -0.470 -3.267 -0.368
H -2.731 -1.214 0.171
H -2.181 -2.515 1.326
H 0.276 -1.367 0.816
H -0.661 0.067 0.254
H -1.626 -0.780 2.958
H -1.004 0.812 2.413
H 1.261 -1.244 2.619
H 0.260 -1.123 4.146
H 0.534 1.427 4.102
H 1.927 0.434 4.623
H 2.548 0.527 1.929
H 3.281 1.652 3.104
H 2.697 2.182 -0.019
H 1.134 4.345 -0.901
H -0.377 5.112 1.415
H 0.353 3.399 3.376
C -1.468 -4.298 -6.285
Br -1.264 -2.396 -6.020
Br 0.060 -5.279 -5.613
Br -3.126 -4.959 -5.543
H -1.511 -4.466 -7.356
C 6.576 2.405 4.115
Br 5.691 4.121 3.973
Br 5.764 1.090 2.956
Br 8.481 2.553 3.821
H 6.437 2.057 5.132
C 1.087 8.033 2.673
Br 1.450 6.148 2.924
Br 1.679 8.638 0.933
Br -0.774 8.456 2.992
H 1.667 8.574 3.412
C -3.948 4.188 -0.118
Br -4.182 6.106 -0.212
Br -4.432 3.331 -1.783
Br -2.158 3.718 0.475
H -4.638 3.821 0.635
C 3.566 -4.938 -7.240
Br 4.389 -6.555 -6.565
Br 4.169 -3.368 -6.279
Br 3.813 -4.751 -9.149
H 2.496 -5.028 -7.066
C 6.848 2.478 -2.047
Br 5.854 3.457 -0.711
Br 8.599 3.240 -2.349
Br 6.945 0.595 -1.622
H 6.299 2.567 -2.979
C -7.864 -0.403 1.036
Br -6.717 -0.602 2.583
Br -7.095 0.782 -0.286
Br -8.343 -2.111 0.274
H -8.783 0.059 1.380
C -3.160 8.635 6.557
Br -3.417 10.549 6.447
Br -3.606 7.756 4.894
Br -1.376 8.181 7.152
H -3.850 8.264 7.307
C 2.036 1.630 8.398
Br 0.240 2.327 8.535
Br 2.042 -0.250 7.944
Br 3.120 2.667 7.179
H 2.487 1.720 9.380
C -12.380 -1.917 -0.017
Br -11.831 -3.489 0.966
Br -11.493 -0.320 0.624
Br -12.155 -2.145 -1.924
H -13.441 -1.784 0.165
C -2.802 0.811 11.525
Br -3.269 2.680 11.353
Br -3.046 -0.147 9.861
Br -1.016 0.580 12.235
H -3.487 0.377 12.244
C 7.882 -9.183 -7.601
Br 6.439 -10.005 -6.609
Br 7.373 -8.809 -9.429
Br 8.558 -7.607 -6.707
H 8.693 -9.902 -7.637
C 3.156 -3.510 9.888
Br 2.131 -2.548 11.215
Br 4.903 -2.723 9.622
Br 3.273 -5.396 10.300
H 2.622 -3.423 8.949
C 5.635 8.016 -0.736
Br 5.539 7.497 1.123
Br 7.461 8.291 -1.312
Br 4.701 6.763 -1.877
H 5.126 8.969 -0.827
C 6.821 -6.305 0.070
Br 5.381 -7.156 1.041
Br 6.302 -5.861 -1.740
Br 7.510 -4.765 1.015
H 7.629 -7.025 0.002
C 5.630 2.912 -6.442
Br 4.635 3.894 -5.104
Br 7.381 3.673 -6.744
Br 5.726 1.027 -6.018
H 5.081 3.000 -7.373
C -14.491 -5.917 3.228
Br -14.711 -3.999 3.140
Br -14.990 -6.773 1.567
Br -12.702 -6.407 3.779
H -15.170 -6.281 3.990
C -4.232 -4.588 -9.672
Br -5.253 -3.594 -8.367
Br -2.480 -3.814 -9.951
Br -4.125 -6.467 -9.223
H -4.765 -4.516 -10.613
C 11.997 3.643 6.188
Br 12.560 5.491 6.275
Br 12.215 2.910 4.412
Br 12.880 2.559 7.525
H 10.937 3.623 6.413
C -7.434 -0.125 -10.070
Br -7.583 -0.579 -8.196
Br -5.618 0.329 -10.554
Br -8.153 -1.518 -11.203
H -8.038 0.760 -10.231
C -8.295 4.248 1.507
Br -6.831 3.600 2.591
Br -9.967 3.397 1.982
Br -8.427 6.175 1.557
H -8.077 3.970 0.481
```

No. 2
The following is a quantum chemistry calculation of 11 unconnected molecules or ions with the total composition C45H64N4O29S at a distorted geometry, from the OMol25 dataset.

Charge ... +1
<S²> ... 0.767
Calculated total energy ... -123851.16526 eV
Strongest force on any atom ... 4.32 eV Å⁻¹
HOMO (alpha / beta) ... -11.7 / -11.7 eV
2S+1 ... 2

Geometry as XYZ:
```
143
C45H64N4O29S (the ωB97M-V functional and the def2-TZVPD basis)
C 24.220 -1.637 1.618
O 23.210 -1.399 0.657
C 23.422 -1.167 -0.662
O 24.423 -1.363 -1.306
O 22.297 -0.580 -1.108
C 22.084 -0.313 -2.566
H 23.938 -1.049 2.492
H 25.173 -1.144 1.424
H 24.394 -2.658 1.958
H 22.943 0.242 -2.943
H 21.192 0.261 -2.814
H 21.998 -1.285 -3.051
C 18.097 6.237 2.169
O 18.634 6.318 3.497
C 18.314 5.259 4.445
O 17.647 4.286 4.186
O 18.862 5.530 5.692
C 20.117 6.182 5.923
H 17.136 6.726 2.014
H 18.063 5.243 1.724
H 18.675 6.842 1.470
H 20.869 5.464 5.596
H 20.268 6.322 6.993
H 20.200 7.038 5.253
C 25.169 8.952 2.201
O 25.286 8.344 3.465
C 26.350 7.615 3.732
O 27.370 7.472 3.123
O 26.117 6.964 4.948
C 27.048 5.940 5.351
H 25.856 9.758 1.944
H 24.240 9.522 2.216
H 25.000 8.206 1.424
H 27.933 6.382 5.809
H 27.257 5.326 4.474
H 26.530 5.168 5.920
C 26.323 3.573 -3.672
O 24.925 3.425 -3.490
C 24.412 3.188 -2.363
O 23.236 3.322 -2.156
O 25.204 2.460 -1.562
C 24.670 1.941 -0.382
H 26.891 2.720 -3.301
H 26.740 4.528 -3.350
H 26.528 3.545 -4.742
H 23.708 1.460 -0.562
H 24.558 2.730 0.363
H 25.426 1.327 0.107
C 30.656 -0.317 7.372
O 29.686 -0.180 6.331
C 28.405 -0.283 6.654
O 27.864 -0.520 7.768
O 27.743 -0.097 5.462
C 26.383 -0.302 5.354
H 30.527 0.445 8.140
H 31.649 -0.260 6.926
H 30.696 -1.305 7.832
H 26.016 -1.060 6.045
H 26.051 -0.558 4.348
H 26.052 0.717 5.558
C 21.486 10.098 1.186
O 20.407 10.477 2.074
C 20.311 9.820 3.230
O 21.049 8.925 3.635
O 19.233 10.412 3.845
C 18.894 10.003 5.156
H 22.314 9.857 1.852
H 21.890 10.911 0.583
H 21.155 9.247 0.591
H 17.841 10.029 5.439
H 19.345 10.726 5.835
H 19.368 9.047 5.381
C 24.595 0.536 9.058
C 24.253 1.463 8.076
C 23.281 2.376 8.267
C 22.545 2.421 9.430
C 22.847 1.543 10.475
C 23.949 0.665 10.273
N 21.450 3.417 9.511
O 20.843 3.501 10.580
O 21.198 4.225 8.562
H 25.405 -0.162 8.905
H 24.705 1.317 7.106
H 23.133 3.054 7.439
H 22.353 1.595 11.434
H 24.158 -0.069 11.037
C 21.838 5.856 1.959
C 22.633 5.959 3.111
C 23.280 4.875 3.666
C 23.291 3.649 2.995
C 22.411 3.506 1.865
C 21.781 4.595 1.348
N 24.093 2.500 3.504
O 24.744 2.654 4.507
O 23.984 1.387 2.859
H 21.187 6.646 1.614
H 22.704 6.877 3.676
H 23.860 5.069 4.556
H 22.279 2.543 1.393
H 21.165 4.463 0.471
C 18.533 2.601 -0.539
C 17.166 2.732 -0.845
C 16.726 3.231 -2.037
C 17.710 3.691 -2.954
C 19.059 3.497 -2.643
C 19.488 2.823 -1.523
N 17.232 4.424 -4.182
O 18.087 4.766 -4.985
O 16.084 4.570 -4.390
H 18.749 2.124 0.405
H 16.530 2.537 0.006
H 15.691 3.441 -2.265
H 19.775 3.829 -3.380
H 20.539 2.668 -1.324
C 18.258 -0.201 1.804
C 17.447 0.350 2.811
C 18.140 0.926 3.908
C 19.538 1.116 3.904
C 20.262 0.637 2.807
C 19.633 -0.030 1.776
N 20.245 1.753 5.066
O 21.444 2.009 4.982
O 19.616 1.904 6.072
H 17.783 -0.683 0.961
H 16.376 0.222 2.750
H 17.576 1.278 4.759
H 21.332 0.629 2.663
H 20.149 -0.438 0.920
O 23.141 6.670 6.377
S 22.944 7.659 7.417
O 21.830 8.612 7.425
O 23.073 7.027 8.962
C 24.079 6.078 9.265
C 24.069 5.945 10.821
C 24.537 8.604 7.346
H 25.081 6.408 8.990
H 23.743 5.144 8.816
H 23.999 6.863 11.405
H 25.029 5.594 11.200
H 23.347 5.233 11.221
H 24.651 8.857 6.292
H 25.410 8.002 7.597
H 24.489 9.495 7.971
```